--- i ---
A 7-piece molecular cluster, C58H39F2NO18S overall, computed with wB97M-V/def2-TZVPD.

Calculated values
HOMO energy   -8.0 eV
Kohn-Sham gap   6.02 eV
SMILES   C=Cc1c(COC(C)=O)c(S)c(C)c2c1C(=O)c1cc(C(=O)NC(=O)F)cc(F)c1C2=O.O=C1C=CC(=O)C=C1.O=C1C=CC(=O)C=C1.O=C1C=CC(=O)C=C1.O=C1C=CC(=O)C=C1.O=C1C=CC(=O)C=C1.O=C1C=CC(=O)C=C1
LUMO level   -1.9665 eV

The geometry in ORCA input format:
```
! RIJCOSX wB97M-V def2-TZVPD def2/J DEFGRID3
* xyz 0 1
C 3.65 -1.58 3.91
C 4.07 -1.48 2.62
C 4.08 -0.23 1.79
C 5.33 0.29 1.44
C 6.56 -0.45 1.96
O 6.72 -1.69 1.22
C 6.75 -1.52 -0.15
C 5.54 -1.92 -1.00
O 7.74 -1.10 -0.69
C 5.42 1.43 0.64
S 7.07 2.02 0.25
C 4.24 2.05 0.18
C 4.36 3.26 -0.73
C 3.02 1.53 0.57
C 2.91 0.38 1.38
C 1.54 -0.15 1.74
O 1.31 -0.94 2.63
C 0.33 0.32 0.93
C -0.86 -0.37 1.02
C -1.99 0.02 0.34
C -3.29 -0.75 0.47
O -3.32 -1.88 0.06
N -4.50 -0.19 1.01
C -4.37 1.14 1.45
O -3.84 1.48 2.47
F -4.90 2.10 0.65
C -1.91 1.15 -0.50
C -0.73 1.84 -0.59
F -0.76 2.91 -1.42
C 0.40 1.45 0.14
C 1.75 2.20 0.13
O 1.71 3.36 -0.20
H 2.80 -2.25 4.11
H 4.10 -1.09 4.78
H 4.49 -2.38 2.14
H 6.37 -0.75 2.99
H 7.46 0.17 1.98
H 5.81 -1.99 -2.05
H 4.81 -1.10 -0.89
H 5.05 -2.81 -0.60
H 6.99 2.66 -0.93
H 4.04 2.98 -1.75
H 5.38 3.65 -0.82
H 3.71 4.09 -0.44
H -0.94 -1.24 1.66
H -5.20 -0.16 0.27
H -2.77 1.52 -1.06
O -8.90 -2.56 -4.05
C -7.93 -1.92 -3.67
C -8.06 -0.87 -2.63
C -7.01 -0.18 -2.22
C -5.66 -0.42 -2.78
O -4.70 0.21 -2.40
C -5.53 -1.47 -3.82
C -6.58 -2.17 -4.23
H -9.05 -0.71 -2.23
H -7.09 0.59 -1.46
H -4.53 -1.63 -4.22
H -6.51 -2.94 -4.99
O 4.90 2.93 3.17
C 4.48 4.03 3.49
C 5.01 4.74 4.67
C 4.54 5.94 5.02
C 3.48 6.61 4.23
O 3.06 7.70 4.54
C 2.96 5.90 3.04
C 3.42 4.70 2.69
H 5.78 4.24 5.24
H 4.91 6.48 5.88
H 2.18 6.40 2.47
H 3.05 4.16 1.83
O 9.17 1.22 2.49
C 10.35 1.01 2.30
C 10.88 -0.37 2.20
C 12.17 -0.60 1.98
C 13.14 0.51 1.84
O 14.32 0.30 1.65
C 12.61 1.90 1.94
C 11.32 2.13 2.15
H 10.16 -1.17 2.30
H 12.58 -1.60 1.91
H 13.33 2.70 1.84
H 10.91 3.13 2.23
O -11.22 -6.17 0.30
C -10.80 -5.03 0.27
C -10.82 -4.24 -0.98
C -10.36 -2.99 -1.01
C -9.80 -2.35 0.20
O -9.37 -1.21 0.18
C -9.78 -3.14 1.45
C -10.24 -4.39 1.48
H -11.23 -4.72 -1.86
H -10.37 -2.40 -1.92
H -9.37 -2.66 2.33
H -10.24 -4.99 2.39
O -6.77 -6.87 -2.75
C -7.55 -7.77 -2.53
C -7.31 -9.14 -3.05
C -8.16 -10.12 -2.81
C -9.40 -9.90 -2.02
O -10.18 -10.80 -1.81
C -9.64 -8.53 -1.51
C -8.78 -7.54 -1.74
H -6.40 -9.28 -3.63
H -8.01 -11.13 -3.18
H -10.55 -8.38 -0.93
H -8.94 -6.54 -1.38
O 2.19 6.44 -1.05
C 1.64 6.37 -2.13
C 0.74 5.24 -2.47
C 0.15 5.16 -3.66
C 0.36 6.20 -4.70
O -0.18 6.13 -5.78
C 1.26 7.33 -4.36
C 1.85 7.41 -3.17
H 0.60 4.49 -1.70
H -0.52 4.35 -3.92
H 1.40 8.07 -5.13
H 2.51 8.22 -2.91
*
```

---

--- ii ---
A 7-piece molecular cluster, C58H39F2NO18S overall, computed with wB97M-V/def2-TZVPD.

Calculated values
HOMO energy   -8.1 eV
Kohn-Sham gap   6.06 eV
SMILES   C=Cc1c(COC(C)=O)c(S)c(C)c2c1C(=O)c1cc(C(=O)NC(=O)F)cc(F)c1C2=O.O=C1C=CC(=O)C=C1.O=C1C=CC(=O)C=C1.O=C1C=CC(=O)C=C1.O=C1C=CC(=O)C=C1.O=C1C=CC(=O)C=C1.O=C1C=CC(=O)C=C1
LUMO level   -2.0319 eV

The geometry in ORCA input format:
```
! RIJCOSX wB97M-V def2-TZVPD def2/J DEFGRID3
* xyz 0 1
C 1.40 -5.26 2.89
C 0.20 -5.19 2.09
C 0.12 -4.85 0.54
C -0.34 -6.04 -0.41
C -0.66 -7.46 0.28
O -1.93 -7.32 0.99
C -2.97 -6.82 0.15
C -3.54 -5.30 0.23
O -3.52 -7.59 -0.69
C -0.50 -5.79 -1.97
S -1.04 -7.25 -2.98
C -0.19 -4.36 -2.56
C -0.40 -4.16 -4.13
C 0.31 -3.21 -1.61
C 0.48 -3.42 -0.04
C 0.95 -2.20 0.88
O 1.40 -2.31 2.06
C 0.89 -0.69 0.30
C 1.00 0.55 1.24
C 0.99 2.03 0.72
C 1.12 3.31 1.67
O 0.19 3.52 2.50
N 2.22 4.30 1.63
C 3.24 3.98 0.62
O 4.12 3.10 0.76
F 3.28 4.71 -0.63
C 0.80 2.26 -0.84
C 0.69 1.03 -1.79
F 0.52 1.34 -3.19
C 0.75 -0.43 -1.23
C 0.69 -1.76 -2.17
O 1.00 -1.56 -3.39
H 1.52 -4.46 3.71
H 2.23 -6.04 2.80
H -0.80 -5.43 2.61
H 0.13 -7.67 1.10
H -0.61 -8.34 -0.44
H -4.54 -5.18 -0.31
H -2.76 -4.65 -0.33
H -3.55 -4.92 1.32
H -1.71 -6.82 -4.13
H -1.33 -3.48 -4.30
H -0.61 -5.12 -4.72
H 0.47 -3.62 -4.66
H 1.14 0.39 2.36
H 1.83 5.22 1.33
H 0.78 3.32 -1.30
O -1.85 10.15 1.77
C -1.51 9.09 1.28
C -0.10 8.85 0.89
C 0.28 7.69 0.35
C -0.69 6.60 0.12
O -0.35 5.54 -0.38
C -2.10 6.84 0.51
C -2.48 8.00 1.05
H 0.60 9.66 1.07
H 1.30 7.50 0.06
H -2.79 6.03 0.33
H -3.50 8.20 1.34
O 2.46 -6.19 -2.04
C 3.39 -5.90 -2.77
C 4.55 -6.80 -2.94
C 5.57 -6.49 -3.74
C 5.59 -5.21 -4.49
O 6.52 -4.92 -5.22
C 4.43 -4.30 -4.32
C 3.41 -4.62 -3.53
H 4.52 -7.73 -2.39
H 6.42 -7.14 -3.88
H 4.46 -3.37 -4.88
H 2.56 -3.97 -3.39
O -0.17 -9.90 -1.51
C -0.76 -10.97 -1.57
C -1.65 -11.41 -0.48
C -2.30 -12.57 -0.54
C -2.14 -13.48 -1.70
O -2.73 -14.54 -1.75
C -1.25 -13.04 -2.79
C -0.61 -11.87 -2.73
H -1.76 -10.73 0.37
H -2.96 -12.91 0.26
H -1.15 -13.71 -3.63
H 0.05 -11.53 -3.52
O 0.52 11.14 7.26
C 0.96 10.70 6.21
C 0.35 11.07 4.91
C 0.82 10.58 3.77
C 1.98 9.66 3.74
O 2.41 9.21 2.69
C 2.58 9.29 5.04
C 2.11 9.77 6.19
H -0.49 11.75 4.95
H 0.39 10.84 2.81
H 3.42 8.61 5.00
H 2.54 9.51 7.14
O -3.59 7.87 5.84
C -3.64 8.59 6.82
C -4.81 8.58 7.72
C -4.87 9.37 8.79
C -3.76 10.29 9.13
O -3.81 11.01 10.11
C -2.59 10.30 8.23
C -2.53 9.51 7.15
H -5.62 7.90 7.46
H -5.72 9.38 9.46
H -1.78 10.97 8.49
H -1.68 9.50 6.49
O 1.63 -1.66 -6.53
C 0.89 -0.77 -6.88
C 0.35 0.21 -5.90
C -0.47 1.19 -6.29
C -0.87 1.35 -7.70
O -1.62 2.24 -8.05
C -0.34 0.37 -8.67
C 0.48 -0.61 -8.29
H 0.66 0.09 -4.88
H -0.87 1.92 -5.59
H -0.65 0.49 -9.70
H 0.88 -1.34 -8.99
*
```

---

Last place for stability: ii

---

--- i ---
One molecule with the formula C5H8, computed with wB97M-V/def2-TZVPD.

Calculated values
HOMO energy   -9.3 eV
Kohn-Sham gap   10.37 eV
SMILES   CC=C=CC
LUMO level   1.0993 eV

The geometry in ORCA input format:
```
! RIJCOSX wB97M-V def2-TZVPD def2/J DEFGRID3
* xyz 0 1
C -2.29 0.31 -0.27
C -1.17 0.50 0.73
C 0.01 -0.03 0.56
C 1.13 -0.67 0.36
C 2.33 -0.15 -0.40
H -3.01 1.12 -0.20
H -2.82 -0.63 -0.08
H -1.90 0.27 -1.29
H -1.38 1.06 1.65
H 1.20 -1.69 0.74
H 3.25 -0.45 0.10
H 2.34 -0.58 -1.41
H 2.31 0.94 -0.49
*
```

---

--- ii ---
One molecule with the formula C5H8, computed with wB97M-V/def2-TZVPD.

Calculated values
HOMO energy   -9.9 eV
Kohn-Sham gap   11.06 eV
SMILES   C#CC(C)C
LUMO level   1.1387 eV

The geometry in ORCA input format:
```
! RIJCOSX wB97M-V def2-TZVPD def2/J DEFGRID3
* xyz 0 1
C -1.67 -0.80 1.71
C -0.77 -0.33 1.07
C 0.32 0.23 0.24
C 1.08 -0.91 -0.46
C -0.23 1.27 -0.77
H -2.47 -1.21 2.29
H 1.02 0.73 0.92
H 1.41 -1.67 0.25
H 0.45 -1.39 -1.22
H 1.97 -0.50 -0.96
H -0.10 2.28 -0.39
H -1.30 1.11 -0.95
H 0.29 1.19 -1.72
*
```

---

Last place for stability: ii

---

--- i ---
One molecule with the formula C5H8, computed with wB97M-V/def2-TZVPD.

Calculated values
HOMO energy   -9.6 eV
Kohn-Sham gap   10.86 eV
SMILES   C=CCC=C
LUMO level   1.2885 eV

The geometry in ORCA input format:
```
! RIJCOSX wB97M-V def2-TZVPD def2/J DEFGRID3
* xyz 0 1
C 1.39 -0.95 1.03
C 1.09 -0.04 0.11
C 0.08 1.05 0.31
C -1.18 0.67 -0.44
C -1.36 -0.53 -1.01
H 1.97 -1.83 0.79
H 1.03 -0.85 2.05
H 1.42 -0.16 -0.92
H -0.08 1.25 1.38
H 0.41 2.00 -0.13
H -1.90 1.47 -0.62
H -2.17 -0.70 -1.71
H -0.69 -1.36 -0.84
*
```

---

--- ii ---
One molecule with the formula C5H8, computed with wB97M-V/def2-TZVPD.

Calculated values
HOMO energy   -9.3 eV
Kohn-Sham gap   10.48 eV
SMILES   C=C1CCC1
LUMO level   1.2172 eV

The geometry in ORCA input format:
```
! RIJCOSX wB97M-V def2-TZVPD def2/J DEFGRID3
* xyz 0 1
C 1.60 0.59 -1.05
C 0.59 0.15 -0.32
C -0.04 0.60 0.99
C -1.26 -0.31 0.67
C -0.47 -0.93 -0.52
H 2.21 1.43 -0.73
H 1.84 0.14 -2.01
H -0.24 1.67 1.09
H 0.53 0.27 1.87
H -2.13 0.26 0.34
H -1.56 -1.00 1.46
H -0.97 -0.94 -1.49
H -0.09 -1.94 -0.31
*
```

---

--- iii ---
One molecule with the formula C5H8, computed with wB97M-V/def2-TZVPD.

Calculated values
HOMO energy   -9.4 eV
Kohn-Sham gap   10.50 eV
SMILES   C=C=CCC
LUMO level   1.1029 eV

The geometry in ORCA input format:
```
! RIJCOSX wB97M-V def2-TZVPD def2/J DEFGRID3
* xyz 0 1
C 0.15 2.30 1.00
C 0.29 1.00 1.00
C 0.41 -0.29 0.93
C -0.45 -1.14 0.02
C -0.05 -0.98 -1.46
H 0.74 2.90 0.32
H -0.53 2.82 1.67
H 1.18 -0.78 1.53
H -1.50 -0.84 0.14
H -0.38 -2.19 0.32
H -0.17 0.07 -1.77
H 0.99 -1.27 -1.62
H -0.68 -1.60 -2.10
*
```

---

--- iv ---
One molecule with the formula C5H8, computed with wB97M-V/def2-TZVPD.

Calculated values
HOMO energy   -9.5 eV
Kohn-Sham gap   10.78 eV
SMILES   C=CCC=C
LUMO level   1.2609 eV

The geometry in ORCA input format:
```
! RIJCOSX wB97M-V def2-TZVPD def2/J DEFGRID3
* xyz 0 1
C 2.38 0.27 -0.29
C 1.25 -0.45 -0.12
C -0.01 0.00 0.56
C -1.31 -0.50 0.00
C -2.27 0.32 -0.35
H 3.28 -0.12 -0.72
H 2.32 1.33 0.08
H 1.24 -1.49 -0.37
H -0.04 1.11 0.61
H 0.10 -0.30 1.67
H -1.40 -1.55 -0.18
H -3.28 -0.05 -0.64
H -2.25 1.41 -0.26
*
```

---

Last place for stability: iii